This record from OMol25 describes one molecule with the formula C3H8N2S in a non-equilibrium geometry. The level of theory is the ωB97M-V functional and the def2-TZVPD basis.

Computed properties:
ΔE to the lowest compared entry with this formula, charge and spin   38.4 kcal per mole
HOMO energy   -8.51 eV
E   -17055.0648 eV
Structure (SMILES)   CCN(N)C=S

```
! wB97M-V def2-TZVPD RIJCOSX def2/J DEFGRID3
* xyz 0 1
C 0.161 0.493 -2.548
C -0.555 -0.521 -1.627
C -0.600 0.399 0.572
H -0.194 0.380 -3.574
H -0.082 1.512 -2.181
H 1.200 0.223 -2.575
H -0.306 -1.514 -2.026
H -1.607 -0.313 -1.631
H 1.865 -0.378 0.176
H 1.044 -1.438 0.941
H -1.394 0.973 0.019
N -0.058 -0.439 -0.272
N 1.143 -1.097 -0.002
S -0.135 0.568 2.149
*
```

Here are the natural (NBO) charges for atoms 1 to 2, given in e: number 1, C, carries -0.62; number 2, C, carries -0.21

This record from OMol25 describes a 3-piece molecular cluster, C32H51F11N2O4S2 overall in a non-equilibrium geometry. The level of theory is the ωB97M-V functional and the def2-TZVPD basis.

Computed properties:
HOMO energy   -9.26 eV
E   -96738.6607 eV
Structure (SMILES)   CCCCNN1C(=O)c2c(CCCCC(F)(F)C(F)(F)S(F)(F)(F)(F)F)cc(CCF)c(S(=O)(=O)F)c2C1=O.CCCCCC.CCCCCC

```
! wB97M-V def2-TZVPD RIJCOSX def2/J DEFGRID3
* xyz 0 1
C -0.203 0.707 1.212
C -1.039 -0.275 2.111
C -0.737 -0.190 3.669
C 0.234 0.960 4.099
N 1.658 0.663 3.808
N 2.281 -0.108 4.844
C 3.690 0.285 4.656
O 4.350 0.979 5.358
C 4.042 -0.500 3.351
C 5.001 -0.247 2.297
C 5.880 1.035 2.328
C 4.960 2.257 1.911
C 5.208 2.808 0.461
C 4.975 1.769 -0.690
C 3.451 1.635 -1.137
F 3.310 0.292 -1.479
F 2.670 1.924 -0.047
C 3.248 2.599 -2.360
F 3.865 2.047 -3.454
F 3.867 3.812 -2.189
S 1.466 2.962 -2.840
F 1.196 3.827 -1.495
F 0.905 1.584 -2.207
F 1.671 2.231 -4.298
F 1.937 4.358 -3.586
F -0.052 3.313 -3.310
C 5.065 -1.260 1.229
C 4.220 -2.435 1.166
C 4.383 -3.377 -0.058
C 3.121 -3.197 -1.019
F 2.701 -4.447 -1.484
C 3.223 -2.669 2.239
S 2.095 -4.073 2.227
O 2.606 -5.161 1.413
O 1.739 -4.547 3.539
F 0.722 -3.552 1.501
C 3.173 -1.692 3.302
C 2.276 -1.556 4.581
O 1.713 -2.350 5.247
H -0.365 0.378 0.143
H -0.579 1.768 1.236
H 0.898 0.675 1.379
H -2.118 0.004 1.967
H -0.868 -1.326 1.776
H -0.382 -1.181 4.044
H -1.718 0.014 4.182
H -0.011 1.958 3.654
H 0.134 1.098 5.217
H 2.135 1.568 3.805
H 6.172 1.208 3.400
H 6.791 0.926 1.690
H 5.136 3.109 2.622
H 3.897 1.936 2.087
H 4.676 3.779 0.262
H 6.303 3.078 0.419
H 5.406 0.760 -0.469
H 5.549 2.132 -1.589
H 5.789 -1.096 0.402
H 4.572 -4.435 0.231
H 5.268 -3.009 -0.647
H 2.319 -2.703 -0.402
H 3.412 -2.494 -1.840
C -6.459 2.853 -4.916
C -6.179 3.794 -3.750
C -5.034 4.769 -4.025
C -3.669 4.118 -4.262
C -3.171 3.225 -3.125
C -2.957 3.980 -1.818
H -5.599 2.217 -5.137
H -7.301 2.198 -4.681
H -6.711 3.416 -5.817
H -5.977 3.211 -2.847
H -7.085 4.372 -3.544
H -4.963 5.473 -3.189
H -5.286 5.374 -4.903
H -2.934 4.910 -4.440
H -3.701 3.528 -5.183
H -2.222 2.778 -3.427
H -3.861 2.393 -2.960
H -2.230 4.784 -1.949
H -2.578 3.303 -1.048
H -3.887 4.414 -1.445
C -3.551 -2.955 2.300
C -3.558 -2.722 0.795
C -4.691 -3.454 0.077
C -4.641 -4.981 0.177
C -3.354 -5.623 -0.343
C -3.118 -5.378 -1.829
H -3.400 -4.008 2.546
H -2.742 -2.388 2.766
H -4.493 -2.629 2.748
H -2.589 -3.008 0.373
H -3.666 -1.648 0.609
H -4.690 -3.157 -0.976
H -5.650 -3.112 0.483
H -5.492 -5.392 -0.377
H -4.788 -5.284 1.219
H -3.412 -6.702 -0.172
H -2.492 -5.269 0.229
H -3.947 -5.771 -2.423
H -2.203 -5.877 -2.153
H -3.010 -4.314 -2.051
*
```

Here are the Mulliken charges for atoms 1 to 2, given in e: number 1, C, carries -1.03; number 2, C, carries 0.45

This record from OMol25 describes one molecule with the formula C4H7ClS2 in a non-equilibrium geometry. The level of theory is the ωB97M-V functional and the def2-TZVPD basis.

Computed properties:
ΔE to the lowest compared entry with this formula, charge and spin   17.6 kcal per mole
HOMO energy   -8.83 eV
E   -38453.4701 eV
Structure (SMILES)   CCSC(=S)CCl

```
! wB97M-V def2-TZVPD RIJCOSX def2/J DEFGRID3
* xyz 0 1
C -1.699 -0.126 -1.848
C -0.316 -0.065 -1.413
C 1.120 -0.123 0.921
C 1.229 0.046 2.462
H -2.254 0.791 -1.570
H -2.011 -0.344 -2.869
H -2.267 -0.786 -1.160
H 0.338 -0.829 -1.933
H 0.014 0.978 -1.625
H 0.394 -0.450 3.008
H 2.177 -0.461 2.720
S -0.517 -0.267 0.401
S 2.375 -0.166 -0.051
Cl 1.417 1.802 2.959
*
```

Here are the natural (NBO) charges for atoms 1 to 2, given in e: number 1, C, carries -0.64; number 2, C, carries -0.53

- What is the formula in the second record?
  C32H51F11N2O4S2

- Which of these has the highest E?
  C3H8N2S